Below is one molecule with the formula C8H10 at a distorted geometry, with properties calculated with ωB97M-V/def2-TZVPD.

Cartesian coordinates (Å):
C1 2.2552 0.5155 0.3281
C2 1.1475 1.2720 0.2650
C3 1.0570 -1.5043 0.0489
C4 -0.2158 -0.8290 -0.0580
C5 2.0398 -0.6227 -0.4565
C6 -0.1387 0.5294 -0.0811
C7 -1.5767 -1.5126 0.0330
C8 -1.3142 1.5061 -0.2272
H1 3.1813 0.9134 0.6262
H2 1.0995 2.1423 0.8184
H3 1.2847 -2.1979 0.8617
H4 1.6922 -0.2207 -1.3908
H5 -1.6032 -2.5626 -0.5077
H6 -2.4301 -0.9129 -0.4067
H7 -1.9445 -1.7478 1.1090
H8 -1.6163 1.9605 0.7065
H9 -2.1033 0.8930 -0.7816
H10 -0.8144 2.3782 -0.8874

Computed properties:
F_max: 3.3 eV/Å
E_LUMO (alpha / beta): 0.08 / -0.33 eV
ΔE to the lowest compared entry with this formula, charge and spin: 5.688 eV
HOMO energy (alpha / beta): -7.859 / -8.326 eV
HOMO-LUMO gap (alpha / beta): 7.94 / 8.00 eV
electronic energy: -8452.5815 eV
SMILES: Cc1ccccc1C


Below is a 5-piece molecular cluster, C5H20O5 overall at a distorted geometry, with properties calculated with ωB97M-V/def2-TZVPD.

Cartesian coordinates (Å):
C1 7.9574 -11.2398 15.7533
O1 8.4033 -9.9999 15.1641
H1 8.6904 -11.6404 16.4535
H2 6.9444 -11.1514 16.1460
H3 7.9247 -11.9993 14.9721
H4 8.5673 -9.4074 15.9014
C2 12.4159 -6.7153 16.4914
O2 11.1309 -6.4467 16.9803
H5 12.8308 -7.5498 17.0567
H6 12.3344 -7.0709 15.4643
H7 13.0088 -5.8008 16.5089
H8 11.2877 -5.7546 17.6268
C3 9.4382 -9.0782 18.6039
O3 9.4010 -8.5554 17.2882
H9 10.3888 -9.5610 18.8306
H10 9.2521 -8.2345 19.2685
H11 8.6321 -9.7971 18.7505
H12 10.0638 -7.8687 17.1849
C4 5.0708 -8.6083 17.0343
O4 5.8696 -9.3380 17.9133
H13 4.9229 -7.5728 17.3410
H14 5.6085 -8.4797 16.0949
H15 4.1115 -9.0278 16.7312
H16 5.7595 -8.9917 18.8019
C5 7.8961 -5.7417 16.6587
O5 8.8479 -4.9110 15.9747
H17 7.1620 -5.1961 17.2515
H18 7.4242 -6.4154 15.9434
H19 8.3803 -6.4112 17.3696
H20 9.7038 -5.3366 16.0639

Computed properties:
F_max: 1.9 eV/Å
E_LUMO: 0.33 eV
ΔE to the lowest compared entry with this formula, charge and spin: 1.918 eV
HOMO energy: -9.433 eV
HOMO-LUMO gap: 9.76 eV
electronic energy: -15744.4059 eV
SMILES: CO.CO.CO.CO.CO


Below is a 2-piece molecular cluster, C14H16 overall at a distorted geometry, with properties calculated with ωB97M-V/def2-TZVPD.

Cartesian coordinates (Å):
C1 -2.0462 0.7212 -0.3143
C2 -0.0343 2.1424 0.1545
C3 -1.2322 1.9716 -0.5328
C4 0.7890 3.2178 -0.1428
C5 -1.6351 2.9340 -1.4505
C6 0.3725 4.1880 -1.0387
C7 -0.8368 4.0344 -1.7118
H1 0.2489 1.4039 0.8929
H2 1.7476 3.3427 0.3457
H3 -1.7951 0.0112 -1.0989
H4 -3.1230 0.9224 -0.3343
H5 -2.5949 2.8173 -1.9388
H6 0.9722 5.0728 -1.2191
H7 -1.0893 4.6975 -2.5288
H8 -1.9193 0.2917 0.6820
C8 -0.3162 -3.4408 2.3344
C9 1.8426 -1.6165 -0.8863
C10 2.3494 -1.5759 0.4048
C11 0.6461 -2.2728 -1.1291
C12 1.6674 -2.1749 1.4469
C13 -0.0098 -2.9107 -0.0918
C14 0.4972 -2.8862 1.2036
H9 2.3431 -1.0570 -1.6684
H10 3.2490 -0.9867 0.5525
H11 0.2795 -2.4044 -2.1416
H12 2.0708 -2.1643 2.4544
H13 -0.9274 -3.4619 -0.2769
H14 0.3152 -3.6807 3.1932
H15 -0.7838 -4.3948 2.0987
H16 -1.0471 -2.7411 2.7413

Computed properties:
F_max: 1.1 eV/Å
E_LUMO: 0.92 eV
ΔE to the lowest compared entry with this formula, charge and spin: 0.218 eV
HOMO energy: -8.929 eV
HOMO-LUMO gap: 9.85 eV
electronic energy: -14777.5475 eV
SMILES: Cc1ccccc1.Cc1ccccc1


Below is a 3-piece molecular cluster, C3H11NO3 overall at a distorted geometry, with properties calculated with ωB97M-V/def2-TZVPD.

Cartesian coordinates (Å):
C1 -0.3007 -1.9348 1.3069
N1 -0.0962 -1.5030 -0.0112
C2 -0.7887 -0.2728 -0.4247
C3 -1.0486 -0.2107 -1.8615
O1 -1.0829 0.9298 -2.3950
H1 -0.2848 -1.0576 2.0232
H2 -1.3584 -2.2974 1.3348
H3 0.4532 -2.6836 1.5234
H4 0.9371 -1.6034 -0.1842
H5 -0.1223 0.5771 -0.0521
H6 -1.8232 -0.1476 0.0281
H7 -1.1112 -1.1174 -2.5140
H8 -0.5207 5.0618 0.7760
H9 -1.1279 6.3771 0.7005
O2 -1.0322 5.5766 0.1811
H10 3.0308 -2.5899 0.1710
H11 3.2853 -1.4885 -0.7609
O3 2.9914 -1.6155 0.1585

Computed properties:
F_max: 5.1 eV/Å
E_LUMO: 0.48 eV
ΔE to the lowest compared entry with this formula, charge and spin: 2.742 eV
HOMO energy: -8.547 eV
HOMO-LUMO gap: 9.02 eV
electronic energy: -10920.2637 eV
SMILES: CNCC=O.O.O


Below is C20H28BClNO10PbS2 as an isolated structure at a distorted geometry, with properties calculated with ωB97M-V/def2-TZVPD.

Cartesian coordinates (Å):
Pb1 -0.1348 0.0402 -0.4600
C1 1.0273 -0.8247 5.4373
C2 0.0227 -0.4389 4.3674
S1 0.9460 -0.1458 2.8063
O1 -0.2433 0.0509 1.8374
C3 1.5360 1.5513 3.1504
C4 0.4341 2.5349 3.4896
H1 0.5151 -1.1224 6.3486
H2 1.6870 0.0041 5.6816
H3 1.6384 -1.6579 5.0991
H4 -0.5552 0.4422 4.6313
H5 -0.6588 -1.2599 4.1539
H6 2.0420 1.8369 2.2311
H7 2.2751 1.4503 3.9428
H8 -0.4109 2.3821 2.8192
H9 0.8007 3.5491 3.3471
H10 0.1120 2.4479 4.5256
O2 4.0670 -0.0135 -0.7419
Cl1 2.9833 -0.2538 0.0874
O3 3.3355 -0.6405 1.3932
O4 2.1523 0.9454 0.1966
O5 2.0986 -1.2470 -0.4863
C5 -0.0500 9.1370 -1.6817
C6 1.1270 8.3468 -1.0888
C7 1.7131 9.0904 0.1187
C8 2.2237 8.2226 -2.1510
C9 0.5775 7.0058 -0.6387
C10 -0.3174 6.9602 0.4393
C11 -0.8581 5.7853 0.9271
C12 -0.4950 4.6251 0.2757
O6 -0.8387 3.3158 0.5231
B1 -0.2232 2.5931 -0.4564
O7 0.5043 3.3699 -1.2931
C13 0.3581 4.6559 -0.8289
C14 0.9184 5.8254 -1.2942
H11 0.2837 10.1204 -2.0003
H12 -0.8500 9.2592 -0.9570
H13 -0.4505 8.6115 -2.5452
H14 2.1299 10.0426 -0.1964
H15 2.5092 8.5021 0.5684
H16 0.9646 9.2912 0.8783
H17 2.5992 9.2151 -2.3901
H18 1.8399 7.7849 -3.0695
H19 3.0577 7.6272 -1.7852
H20 -0.5954 7.8783 0.9273
H21 -1.5286 5.7716 1.7681
H22 1.6032 5.7977 -2.1218
N1 -2.7885 -0.3646 -0.6683
C15 -3.0843 0.9113 -0.1992
C16 -3.3072 1.1282 1.1720
C17 -3.6621 2.3684 1.6289
C18 -3.7566 3.4645 0.7347
C19 -3.5334 3.2351 -0.6458
C20 -3.1952 1.9903 -1.0977
S2 -5.3351 5.6906 0.4238
O8 -4.6928 6.9133 0.0233
O9 -5.8817 4.8593 -0.6247
O10 -3.9959 4.6625 1.1861
H23 -3.0938 -1.1248 -0.0723
H24 -3.0130 -0.5115 -1.6454
H25 -3.2127 0.2884 1.8457
H26 -3.8582 2.5369 2.6786
H27 -3.6380 4.0612 -1.3326
H28 -3.0339 1.8211 -2.1517

Computed properties:
total charge: +1
F_max: 1.7 eV/Å
E_LUMO (alpha / beta): -6.21 / -6.11 eV
ΔE to the lowest compared entry with this formula, charge and spin: 0.840 eV
HOMO energy (alpha / beta): -11.362 / -11.373 eV
HOMO-LUMO gap (alpha / beta): 5.15 / 5.27 eV
electronic energy: -83261.7048 eV


Below is one molecule with the formula CH3PS4 at a distorted geometry, with properties calculated with ωB97M-V/def2-TZVPD.

Cartesian coordinates (Å):
C1 0.3717 -0.6424 -0.8168
P1 0.9199 -0.5756 0.9612
S1 0.6869 -2.4195 -0.1755
S2 -0.9708 -3.3809 0.1576
S3 -0.7245 1.1629 3.0181
S4 -1.0176 -0.4110 1.7451
H1 -0.5851 -0.2797 -0.9649
H2 1.2158 -0.6571 -1.4784
H3 -0.7276 2.3669 2.3168

Computed properties:
F_max: 4.7 eV/Å
2S+1: 3
E_LUMO (alpha / beta): 0.21 / -2.89 eV
ΔE to the lowest compared entry with this formula, charge and spin: 1.917 eV
HOMO energy (alpha / beta): -5.556 / -8.854 eV
HOMO-LUMO gap (alpha / beta): 5.76 / 5.96 eV
<S²>: 2.01
electronic energy: -53711.4535 eV